Entry 1:
140
Properties=species:S:1:pos:R:3 method="wB97M-V/def2-TZVPD" fmax_ev_per_a=3.14 total_charge=+1 homo_lumo_gap_ev=7.3 e_homo_ev=-11.37
C 2.07 1.19 1.42
C 1.47 0.44 0.18
C 2.32 -0.76 -0.32
Cl 1.78 -1.09 -2.05
C 2.07 -2.10 0.45
C 3.06 -3.30 0.26
I 4.50 -3.28 -1.35
C 3.98 -3.25 1.57
C 2.94 -2.65 2.55
N 1.96 -2.08 1.93
O 1.02 -1.53 2.74
C -0.27 -2.21 2.62
C -1.34 -1.08 2.44
N -2.72 -1.61 2.37
C -3.14 -1.51 0.94
C -4.61 -2.04 0.75
C -4.57 -3.55 0.27
O -5.40 -1.86 1.91
H 3.06 1.64 1.26
H 2.11 0.58 2.35
H 1.38 2.04 1.64
H 0.42 0.11 0.30
H 1.46 1.18 -0.66
H 3.40 -0.54 -0.37
H 1.11 -2.52 0.09
H 2.57 -4.29 0.33
H 4.23 -4.27 1.94
H 4.88 -2.61 1.46
H 3.07 -2.74 3.64
H -0.31 -2.97 1.81
H -0.48 -2.67 3.61
H -1.26 -0.38 3.31
H -1.15 -0.46 1.54
H -3.29 -0.90 2.83
H -3.15 -0.44 0.59
H -2.41 -2.12 0.36
H -5.05 -1.43 -0.07
H -3.55 -3.92 0.51
H -5.36 -4.11 0.80
H -4.71 -3.57 -0.83
H -5.07 -2.47 2.57
C 2.70 3.37 5.26
C 3.35 2.12 4.68
O 4.25 2.47 3.64
H 2.17 3.91 4.47
H 2.00 3.11 6.05
H 3.46 4.04 5.66
H 2.59 1.46 4.26
H 3.89 1.57 5.46
H 4.92 3.05 4.02
C 1.93 6.96 4.14
C 3.10 6.90 3.17
O 4.21 7.65 3.67
H 1.63 7.99 4.30
H 1.08 6.39 3.76
H 2.22 6.56 5.12
H 2.82 7.32 2.21
H 3.42 5.86 3.02
H 4.46 7.27 4.51
C -7.30 -7.21 0.88
C -6.14 -7.29 -0.08
O -5.07 -6.46 0.36
H -7.66 -6.18 0.98
H -8.13 -7.84 0.55
H -7.00 -7.54 1.88
H -6.44 -6.95 -1.07
H -5.78 -8.32 -0.17
H -4.80 -6.77 1.23
C 0.42 4.17 -2.47
C 0.39 4.28 -0.96
O 1.47 5.07 -0.49
H 1.37 3.73 -2.80
H -0.40 3.56 -2.84
H 0.35 5.16 -2.93
H 0.48 3.29 -0.51
H -0.55 4.72 -0.62
H 1.39 5.94 -0.89
C -2.71 6.07 4.57
C -1.97 5.21 3.57
O -0.75 4.73 4.13
H -2.10 6.92 4.87
H -3.65 6.45 4.14
H -2.95 5.51 5.47
H -1.72 5.79 2.68
H -2.58 4.35 3.27
H -0.96 4.22 4.91
C -1.68 9.16 -4.12
C -1.71 7.64 -4.01
O -0.40 7.12 -3.78
H -1.02 9.47 -4.93
H -2.68 9.56 -4.30
H -1.29 9.60 -3.20
H -2.08 7.21 -4.94
H -2.37 7.33 -3.19
H -0.08 7.50 -2.96
C -7.81 0.76 -1.40
C -6.64 0.67 -2.37
O -5.57 1.51 -1.93
H -8.16 1.79 -1.31
H -8.64 0.13 -1.73
H -7.50 0.44 -0.40
H -6.95 1.01 -3.36
H -6.28 -0.36 -2.46
H -5.30 1.20 -1.07
C 8.48 -0.62 0.11
C 7.53 -0.99 1.23
O 6.17 -0.85 0.80
H 8.31 0.41 -0.21
H 9.52 -0.72 0.43
H 8.32 -1.26 -0.76
H 7.67 -0.34 2.09
H 7.69 -2.03 1.55
H 6.03 -1.43 0.05
C 5.41 3.41 -4.79
C 4.45 3.06 -3.67
O 3.10 3.26 -4.09
H 5.28 4.44 -5.11
H 6.45 3.27 -4.47
H 5.23 2.78 -5.66
H 4.62 3.71 -2.81
H 4.57 2.02 -3.36
H 2.94 2.69 -4.84
C 2.82 -6.12 -5.19
C 4.18 -5.45 -5.27
O 4.05 -4.03 -5.19
H 2.17 -5.77 -5.99
H 2.91 -7.20 -5.26
H 2.33 -5.87 -4.24
H 4.66 -5.68 -6.22
H 4.83 -5.79 -4.46
H 3.63 -3.82 -4.35
C -4.35 -10.19 -2.65
C -5.26 -11.35 -2.30
O -6.36 -10.90 -1.51
H -3.97 -9.72 -1.74
H -3.51 -10.53 -3.25
H -4.90 -9.43 -3.21
H -4.72 -12.10 -1.72
H -5.66 -11.83 -3.20
H -6.84 -10.24 -2.02


Entry 2:
305
Properties=species:S:1:pos:R:3 method="wB97M-V/def2-TZVPD" fmax_ev_per_a=5.08 total_charge=-1 homo_lumo_gap_ev="6.7 / 6.6" e_homo_ev="-5.05 / -4.99" multiplicity=3 s2=2.0036
Ni -3.96 -2.31 -2.16
S -5.01 -2.57 -4.50
O -3.64 -2.37 -4.10
O -5.57 -2.85 -3.16
O -5.56 -1.26 -4.96
O -5.15 -3.64 -5.43
C 0.16 -2.59 -0.81
C -1.02 -1.61 -0.44
C -0.60 -0.16 -0.16
O -2.18 -1.75 -1.29
H 0.62 -2.32 -1.76
H -0.12 -3.64 -0.85
H 0.94 -2.49 -0.05
H -1.31 -2.02 0.52
H 0.19 -0.17 0.59
H -1.46 0.23 0.38
H -0.35 0.43 -1.04
C 2.61 1.66 -5.81
O 2.23 2.93 -6.18
C 2.44 3.28 -7.56
C 2.19 4.77 -7.61
N 0.79 5.08 -7.89
C -0.13 4.81 -6.75
C -1.48 5.40 -7.09
O -1.60 6.79 -6.77
C -2.91 7.33 -6.61
H 1.99 0.89 -6.27
H 2.56 1.63 -4.72
H 3.68 1.50 -5.97
H 1.82 2.70 -8.24
H 3.49 3.13 -7.81
H 2.81 5.26 -8.37
H 2.61 5.28 -6.74
H 0.57 5.97 -8.31
H 0.19 5.24 -5.80
H -0.13 3.74 -6.54
H -2.18 4.88 -6.43
H -1.78 5.15 -8.11
H -2.82 8.35 -6.22
H -3.50 6.80 -5.87
H -3.50 7.29 -7.53
C -4.56 -2.91 1.02
O -4.84 -2.10 -0.13
C -5.92 -1.20 0.00
C -6.20 -0.50 -1.35
N -4.96 -0.23 -2.11
C -4.16 0.82 -1.57
C -4.62 2.24 -2.00
O -5.72 2.65 -1.20
C -6.26 3.98 -1.49
H -5.35 -3.59 1.32
H -4.37 -2.30 1.91
H -3.71 -3.56 0.83
H -5.66 -0.49 0.79
H -6.83 -1.73 0.26
H -6.70 0.47 -1.23
H -6.84 -1.20 -1.88
H -5.21 -0.06 -3.07
H -3.20 0.65 -2.04
H -4.06 0.77 -0.48
H -4.91 2.25 -3.06
H -3.83 2.96 -1.77
H -5.58 4.76 -1.14
H -7.20 4.16 -0.96
H -6.31 4.16 -2.56
C -1.07 3.43 1.09
O -1.04 4.78 0.71
C -0.15 5.55 1.49
C -0.24 7.06 1.06
N 0.63 7.84 1.86
C 2.07 7.61 1.67
C 2.61 7.71 0.24
O 3.91 7.18 0.26
C 4.70 7.50 -0.82
H -1.78 2.93 0.42
H -1.28 3.37 2.15
H -0.07 3.01 1.03
H 0.84 5.10 1.43
H -0.49 5.53 2.52
H -1.26 7.43 1.21
H -0.15 7.10 -0.02
H 0.50 8.83 1.71
H 2.23 6.62 2.08
H 2.53 8.37 2.31
H 2.68 8.77 -0.03
H 1.91 7.37 -0.53
H 5.71 7.10 -0.68
H 4.87 8.56 -0.95
H 4.36 7.15 -1.79
C 1.70 -1.10 7.27
O 2.18 -0.89 5.97
C 3.18 0.13 5.94
C 3.67 0.22 4.50
N 4.26 -1.07 3.98
C 4.63 -1.01 2.57
C 3.66 -1.96 1.83
O 4.05 -3.33 1.83
C 3.01 -4.14 1.30
H 1.28 -0.18 7.68
H 2.44 -1.46 7.99
H 0.82 -1.75 7.31
H 4.00 -0.17 6.59
H 2.81 1.06 6.36
H 4.41 1.02 4.45
H 2.82 0.50 3.88
H 3.64 -1.82 4.21
H 5.68 -1.25 2.39
H 4.41 -0.04 2.13
H 3.60 -1.52 0.83
H 2.65 -1.97 2.26
H 3.13 -4.10 0.22
H 1.99 -3.86 1.56
H 3.23 -5.18 1.53
C 3.74 -6.27 -1.86
O 4.05 -4.86 -1.99
C 5.39 -4.53 -1.65
C 5.61 -3.01 -1.51
N 5.74 -2.38 -2.87
C 6.06 -0.94 -2.83
C 4.86 -0.15 -2.34
O 3.69 -0.47 -3.14
C 2.43 0.02 -2.63
H 3.91 -6.70 -0.87
H 4.25 -6.92 -2.57
H 2.67 -6.43 -2.03
H 6.03 -4.93 -2.43
H 5.60 -4.92 -0.65
H 6.53 -2.90 -0.94
H 4.74 -2.63 -0.99
H 4.83 -2.44 -3.29
H 6.37 -0.51 -3.79
H 6.94 -0.86 -2.20
H 5.04 0.92 -2.35
H 4.74 -0.54 -1.33
H 2.29 -0.52 -1.70
H 1.65 -0.30 -3.32
H 2.49 1.08 -2.40
C -2.81 -6.78 2.61
O -2.66 -5.35 2.74
C -1.42 -4.86 2.19
C -0.96 -3.58 2.82
N -0.79 -3.87 4.22
C 0.42 -4.54 4.69
C 0.25 -5.04 6.11
O -0.72 -6.06 6.31
C -0.92 -6.35 7.71
H -2.18 -7.35 3.29
H -2.56 -7.11 1.60
H -3.86 -7.07 2.65
H -1.63 -4.58 1.16
H -0.60 -5.58 2.20
H -1.78 -2.89 2.60
H -0.02 -3.22 2.41
H -1.56 -4.45 4.51
H 1.33 -3.95 4.65
H 0.55 -5.42 4.06
H 0.03 -4.24 6.82
H 1.21 -5.40 6.48
H -1.37 -7.33 7.84
H -1.52 -5.59 8.20
H 0.06 -6.38 8.19
C -8.56 -2.69 3.01
O -7.28 -2.31 3.51
C -7.03 -0.89 3.57
C -5.63 -0.58 4.06
N -5.31 0.83 4.27
C -5.25 1.58 3.02
C -4.77 3.07 3.15
O -5.86 3.99 2.96
C -5.43 5.36 3.24
H -9.42 -2.25 3.53
H -8.60 -3.78 2.94
H -8.75 -2.53 1.95
H -7.83 -0.43 4.14
H -7.25 -0.41 2.61
H -4.89 -1.10 3.45
H -5.63 -1.05 5.04
H -4.42 0.96 4.73
H -6.18 1.51 2.46
H -4.51 1.10 2.38
H -3.91 3.25 2.51
H -4.51 3.22 4.20
H -6.29 6.03 3.18
H -4.72 5.63 2.46
H -4.92 5.40 4.21
C 6.62 5.63 -3.34
O 5.47 4.91 -2.87
C 4.30 4.95 -3.70
C 3.22 4.36 -2.83
N 1.89 4.35 -3.35
C 0.87 3.87 -2.41
C -0.38 3.40 -3.14
O 0.00 2.11 -3.64
C -1.06 1.32 -4.14
H 6.75 5.48 -4.41
H 7.50 5.21 -2.84
H 6.49 6.69 -3.11
H 4.47 4.39 -4.63
H 3.96 5.93 -4.03
H 3.29 4.95 -1.92
H 3.54 3.34 -2.59
H 1.90 3.74 -4.16
H 0.45 4.59 -1.71
H 1.13 3.04 -1.75
H -0.73 4.05 -3.94
H -1.14 3.42 -2.36
H -1.82 1.06 -3.40
H -0.55 0.42 -4.47
H -1.51 1.75 -5.04
C 0.44 2.05 4.97
O 0.33 1.36 3.76
C -0.37 0.14 3.67
C -1.87 0.44 3.60
N -2.42 1.09 4.81
C -2.57 0.20 5.93
C -2.77 0.97 7.29
O -1.46 1.57 7.53
C -1.37 2.30 8.76
H -0.47 2.59 5.24
H 1.22 2.81 4.93
H 0.56 1.33 5.77
H -0.08 -0.56 4.46
H -0.04 -0.33 2.75
H -2.37 -0.52 3.46
H -1.84 0.93 2.62
H -1.72 1.72 5.18
H -1.73 -0.48 5.98
H -3.44 -0.41 5.70
H -3.08 0.28 8.08
H -3.45 1.82 7.28
H -2.11 3.10 8.72
H -0.42 2.82 8.74
H -1.47 1.75 9.69
C -0.77 -7.12 -0.40
O -1.42 -5.92 -0.87
C -1.87 -6.02 -2.21
C -2.56 -4.68 -2.51
N -3.81 -4.51 -1.73
C -4.87 -5.41 -2.14
C -6.06 -5.44 -1.13
O -5.79 -6.17 0.05
C -6.92 -6.36 0.94
H -1.38 -8.02 -0.46
H -0.43 -7.00 0.63
H 0.16 -7.09 -0.96
H -2.48 -6.91 -2.34
H -1.00 -6.12 -2.86
H -2.78 -4.58 -3.57
H -1.78 -3.97 -2.23
H -3.62 -4.94 -0.84
H -4.49 -6.42 -2.32
H -5.15 -5.01 -3.12
H -6.92 -5.84 -1.66
H -6.27 -4.47 -0.69
H -7.39 -5.46 1.34
H -6.67 -7.07 1.73
H -7.81 -6.80 0.50
C -1.16 -3.70 -5.95
O 0.18 -3.27 -6.06
C 0.87 -3.23 -4.78
C 2.32 -2.78 -4.91
N 3.06 -3.63 -5.85
C 3.46 -4.97 -5.38
C 4.12 -5.79 -6.49
O 3.06 -6.29 -7.28
C 3.58 -7.25 -8.20
H -1.71 -2.80 -5.69
H -1.28 -4.45 -5.16
H -1.49 -3.95 -6.96
H 0.96 -4.23 -4.34
H 0.33 -2.66 -4.02
H 2.64 -2.90 -3.87
H 2.28 -1.73 -5.21
H 2.32 -3.96 -6.45
H 2.61 -5.58 -5.10
H 4.10 -4.94 -4.50
H 4.68 -6.59 -6.02
H 4.78 -5.17 -7.09
H 4.30 -6.68 -8.78
H 2.83 -7.58 -8.91
H 4.06 -8.16 -7.84
C 7.07 2.88 6.83
O 6.34 3.22 5.66
C 6.39 4.55 5.23
C 5.28 4.70 4.11
N 5.79 4.13 2.89
C 5.19 4.51 1.57
C 3.75 3.97 1.27
O 3.90 2.60 0.86
C 2.69 1.83 0.92
H 6.78 3.48 7.69
H 8.15 2.94 6.68
H 6.84 1.85 7.10
H 7.43 4.68 4.95
H 6.17 5.28 6.01
H 5.11 5.76 3.95
H 4.39 4.16 4.45
H 5.91 3.13 3.00
H 5.88 4.32 0.75
H 5.08 5.59 1.64
H 3.32 4.47 0.40
H 3.10 4.06 2.14
H 2.76 0.89 0.38
H 1.92 2.47 0.48
H 2.39 1.75 1.96


Entry 3:
10
Properties=species:S:1:pos:R:3 method="wB97M-V/def2-TZVPD" fmax_ev_per_a=0.68 total_charge=0 homo_lumo_gap_ev=10.0 e_homo_ev=-8.93 smiles=Oc1cc[nH]n1 relative_energy_kcal_mol=27.5
O 2.16 0.25 -0.32
C 0.88 -0.08 -0.05
C -0.04 0.99 0.07
C -1.25 0.37 0.15
N -1.02 -0.96 0.19
N 0.30 -1.27 0.03
H 2.79 -0.48 -0.42
H 0.17 2.04 0.19
H -2.24 0.79 0.08
H -1.76 -1.63 0.07


Entry 4:
44
Properties=species:S:1:pos:R:3 method="wB97M-V/def2-TZVPD" fmax_ev_per_a=5.55 total_charge=0 homo_lumo_gap_ev=10.6 e_homo_ev=-10.83 smiles="O=C1OC[C@@H](F)O1.O=C1OC[C@@H](F)O1.O=C1OC[C@@H](F)O1.C[N+](=O)[O-].C[N+](=O)[O-]" relative_energy_kcal_mol=60.8
O -13.06 18.58 -5.58
C -13.29 17.53 -6.21
O -12.42 16.60 -6.49
C -13.00 15.46 -7.14
C -14.26 16.04 -7.58
F -15.21 15.21 -7.13
O -14.43 17.25 -6.83
H -12.37 15.19 -7.99
H -13.13 14.77 -6.30
H -14.28 16.14 -8.66
O -21.34 20.70 0.22
C -20.15 20.60 -0.06
O -19.28 21.36 0.54
C -18.06 21.16 -0.14
C -18.17 19.76 -0.71
F -17.92 18.87 0.20
O -19.57 19.81 -0.93
H -17.96 21.93 -0.90
H -17.20 21.23 0.52
H -17.54 19.69 -1.59
O -7.03 22.48 -5.17
C -6.82 21.40 -4.64
O -7.03 20.23 -5.19
C -6.60 19.15 -4.39
C -6.23 19.93 -3.13
F -4.96 19.76 -2.76
O -6.35 21.28 -3.46
H -7.34 18.37 -4.24
H -5.70 18.76 -4.86
H -6.78 19.62 -2.24
C -17.23 15.92 -15.02
N -15.81 15.55 -15.29
O -15.58 14.54 -15.99
O -15.01 16.15 -14.61
H -17.54 15.83 -13.98
H -17.94 15.44 -15.70
H -17.41 16.96 -15.26
C -9.25 11.21 0.06
N -9.62 12.29 -0.92
O -10.18 13.25 -0.41
O -9.23 12.10 -2.08
H -9.14 10.32 -0.55
H -10.06 11.14 0.78
H -8.36 11.53 0.61


What did the fourth record say?
44
Properties=species:S:1:pos:R:3 method="wB97M-V/def2-TZVPD" fmax_ev_per_a=5.55 total_charge=0 homo_lumo_gap_ev=10.6 e_homo_ev=-10.83 smiles="O=C1OC[C@@H](F)O1.O=C1OC[C@@H](F)O1.O=C1OC[C@@H](F)O1.C[N+](=O)[O-].C[N+](=O)[O-]" relative_energy_kcal_mol=60.8
O -13.06 18.58 -5.58
C -13.29 17.53 -6.21
O -12.42 16.60 -6.49
C -13.00 15.46 -7.14
C -14.26 16.04 -7.58
F -15.21 15.21 -7.13
O -14.43 17.25 -6.83
H -12.37 15.19 -7.99
H -13.13 14.77 -6.30
H -14.28 16.14 -8.66
O -21.34 20.70 0.22
C -20.15 20.60 -0.06
O -19.28 21.36 0.54
C -18.06 21.16 -0.14
C -18.17 19.76 -0.71
F -17.92 18.87 0.20
O -19.57 19.81 -0.93
H -17.96 21.93 -0.90
H -17.20 21.23 0.52
H -17.54 19.69 -1.59
O -7.03 22.48 -5.17
C -6.82 21.40 -4.64
O -7.03 20.23 -5.19
C -6.60 19.15 -4.39
C -6.23 19.93 -3.13
F -4.96 19.76 -2.76
O -6.35 21.28 -3.46
H -7.34 18.37 -4.24
H -5.70 18.76 -4.86
H -6.78 19.62 -2.24
C -17.23 15.92 -15.02
N -15.81 15.55 -15.29
O -15.58 14.54 -15.99
O -15.01 16.15 -14.61
H -17.54 15.83 -13.98
H -17.94 15.44 -15.70
H -17.41 16.96 -15.26
C -9.25 11.21 0.06
N -9.62 12.29 -0.92
O -10.18 13.25 -0.41
O -9.23 12.10 -2.08
H -9.14 10.32 -0.55
H -10.06 11.14 0.78
H -8.36 11.53 0.61